[1]
DFT (wB97M-V/def2-TZVPD) results for a structure of composition C28H42BrIrN3P2 in a non-equilibrium geometry.

Cartesian coordinates (Å):
C -0.784 4.953 -1.415
C -1.270 3.714 -1.879
C -1.403 3.612 -3.306
C -0.912 4.647 -4.131
N -0.387 5.774 -3.628
C -0.295 5.920 -2.308
C -1.505 2.654 -0.854
C -2.421 1.992 -0.124
C -3.440 1.461 0.776
C -2.964 0.358 1.499
C -3.499 -0.223 2.624
C -4.881 -0.195 2.413
C -5.540 0.873 1.776
C -4.833 1.731 0.969
Ir -0.654 1.200 0.129
P 2.884 -0.960 1.064
H -1.845 2.744 -3.802
H -0.730 5.164 -0.347
H -0.977 4.584 -5.225
H 0.155 6.865 -1.952
H -5.336 2.597 0.525
H -2.241 -0.373 1.064
H -6.621 0.953 1.862
H -2.919 -0.861 3.282
C 2.567 -2.282 2.327
C 3.083 -3.699 2.098
H 1.468 -2.286 2.435
H 2.978 -1.874 3.264
H 2.923 -4.266 3.024
H 2.531 -4.198 1.291
H 4.159 -3.742 1.881
C 3.628 -1.834 -0.361
C 3.856 -0.874 -1.525
H 2.937 -2.633 -0.656
H 4.562 -2.289 -0.015
H 4.096 -1.435 -2.431
H 2.966 -0.274 -1.737
H 4.689 -0.196 -1.313
C 4.388 -0.160 1.803
C 5.655 -0.998 1.984
H 4.061 0.224 2.784
H 4.592 0.721 1.172
H 6.393 -0.386 2.521
H 5.480 -1.897 2.589
H 6.114 -1.291 1.030
Br -5.764 -1.630 3.006
P -1.374 -0.691 -0.685
C -0.059 -2.021 -0.620
C -0.211 -3.426 -1.171
H 0.224 -2.048 0.441
H 0.721 -1.503 -1.189
H 0.707 -4.030 -1.090
H -0.966 -3.979 -0.606
H -0.456 -3.369 -2.239
C -2.821 -2.212 -0.317
C -3.152 -3.216 -1.414
H -3.733 -1.660 -0.065
H -2.531 -2.794 0.572
H -3.874 -4.020 -1.140
H -3.613 -2.721 -2.274
H -2.287 -3.775 -1.801
C -2.263 -0.203 -2.255
C -2.521 -1.096 -3.454
H -1.561 0.594 -2.516
H -3.211 0.216 -1.894
H -2.717 -0.516 -4.382
H -1.671 -1.768 -3.670
H -3.443 -1.692 -3.356
N 1.389 1.537 2.604
C 2.316 2.386 3.102
C 2.273 3.536 2.327
C 1.234 3.332 1.404
N 0.738 2.072 1.533
H 1.201 0.610 2.966
H 3.015 2.125 3.875
H 2.924 4.401 2.395
H 0.781 4.048 0.731

multiplicity	6
frontier orbital gap (spin up / spin down)	6.9 / 4.6	eV
ΔE to the lowest compared entry with this formula, charge and spin	95.94	kcal per mole
charge	+4

[2]
DFT (wB97M-V/def2-TZVPD) results for an isolated molecule of C6H7B2N5O10S in a non-equilibrium geometry.

Cartesian coordinates (Å):
N -1.841 2.737 -0.099
B -2.779 1.580 -0.495
O -2.732 1.164 -1.918
N -3.636 0.994 0.584
O -4.980 1.245 0.437
C -3.336 0.262 1.680
N -4.433 -0.166 2.646
C -3.621 -0.933 3.702
N -2.159 -0.874 3.257
N -1.975 -0.187 2.051
S -0.374 -0.115 1.449
H -1.998 2.927 0.930
H -0.874 2.314 -0.222
H -2.673 2.012 -2.482
H -5.139 2.189 0.781
H -4.089 -1.444 4.650
H -1.433 -1.345 3.843
H 0.547 0.307 2.423
B 3.655 -0.975 -1.786
O 5.061 -1.186 -1.428
C 5.641 -1.794 -2.472
O 6.818 -2.117 -2.508
C 4.675 -1.998 -3.519
O 4.886 -2.524 -4.599
O 3.482 -1.519 -3.137
O 2.764 -1.644 -0.833
C 1.986 -0.694 -0.296
O 1.125 -0.908 0.542
C 2.322 0.588 -0.857
O 1.797 1.654 -0.577
O 3.313 0.450 -1.748

frontier orbital gap	7.8	eV
charge	0

[3]
DFT (wB97M-V/def2-TZVPD) results for an isolated molecule of C8H16NO3PS2 in a non-equilibrium geometry.

Cartesian coordinates (Å):
N -2.945 -0.356 0.928
C -3.463 0.361 -0.301
C -2.229 0.700 -1.356
C -1.073 1.684 -0.737
C 0.418 1.129 -1.164
C 1.560 1.299 -0.001
C 1.560 0.135 1.153
S 3.229 0.488 2.014
O 0.510 0.131 2.197
C 0.006 -1.273 2.349
O -0.779 -1.771 3.320
O 0.454 -2.149 1.235
C 1.657 -1.448 0.739
P 2.286 -1.960 -0.990
S 0.773 -2.780 -1.975
H -2.163 0.182 1.362
H -2.522 -1.245 0.583
H -4.028 1.340 0.002
H -4.266 -0.351 -0.817
H -1.843 -0.338 -1.745
H -2.718 1.243 -2.294
H -1.131 1.856 0.420
H -1.220 2.756 -1.233
H 0.767 1.814 -2.075
H 0.297 0.047 -1.593
H 1.316 2.325 0.557
H 2.633 1.478 -0.491
H 4.198 0.494 0.997
H 2.550 -1.819 1.437
H 2.934 -0.909 -1.733
H 3.232 -3.063 -0.786

frontier orbital gap	8.9	eV
SMILES string	NCCCCC[C@@]1(S)OC(=O)O[C@H]1[PH2]=S
charge	0